(1)
Below is C4H8O2 as an isolated structure in a non-equilibrium geometry, with properties calculated with ωB97M-V/def2-TZVPD.

Geometry (Å):
C 1.868 0.250 -0.220
C -0.009 -0.300 -0.629
C 0.347 0.908 0.089
O -0.226 -1.365 -0.078
C -2.236 -0.635 0.626
O -3.020 -1.080 -0.172
H 2.418 1.020 -0.731
H 2.206 -0.024 0.771
H 2.039 -0.682 -0.816
H 0.058 -0.163 -1.721
H 0.140 0.934 1.169
H -1.759 0.358 0.485
H 0.151 1.895 -0.363
H -1.978 -1.116 1.589

Summary:
HOMO-LUMO gap, Eh: 0.3702
Net charge: 0
LUMO energy, eV: 0.81


(2)
Below is a 2-piece molecular cluster, CH4N2O2S overall in a non-equilibrium geometry, with properties calculated with ωB97M-V/def2-TZVPD.

Geometry (Å):
C 0.149 1.344 0.116
N -1.197 1.213 0.299
N 1.037 0.480 -0.246
O 2.784 -0.961 0.796
O -0.972 -1.536 -0.495
S 2.326 -0.429 -0.512
H -0.424 -1.018 -1.051
H -1.623 2.101 0.603
H -1.625 0.334 0.154
H -0.454 -1.528 0.335

Summary:
HOMO-LUMO gap (spin up / spin down), Eh: 0.2804 / 0.2838
Net charge: 0
LUMO energy (spin up / spin down), eV: -0.76 / -0.74


(3)
Below is C13H23CsN2O10P2S as an isolated structure, with properties calculated with ωB97M-V/def2-TZVPD.

Geometry (Å):
Cs -1.091 -1.442 0.778
C -1.900 3.176 -2.451
C -2.466 1.842 -1.966
O -3.753 1.599 -2.547
P -2.666 1.849 -0.153
O -1.202 2.168 0.341
O -3.415 3.210 0.220
O -3.311 0.660 0.434
P -1.305 0.482 -2.443
O -2.162 -0.862 -2.090
O -1.063 0.554 -3.900
O -0.203 0.477 -1.403
H -2.574 3.992 -2.189
H -1.787 3.133 -3.536
H -0.919 3.377 -2.022
H -3.625 1.617 -3.505
H -0.579 1.622 -0.226
H -4.348 3.053 0.407
H -2.852 -0.999 -2.750
O -3.191 -4.008 0.013
C -3.017 -4.385 -1.033
N 0.963 4.395 4.168
C 1.340 3.307 3.435
O 2.028 3.384 2.441
C 0.874 1.983 3.963
C 0.766 1.689 5.313
C 0.370 0.414 5.687
C 0.078 -0.504 4.693
N 0.163 -0.232 3.389
C 0.571 0.985 3.044
H 1.168 5.294 3.763
H 0.171 4.336 4.783
H 1.012 2.433 6.060
H 0.291 0.131 6.727
H -0.241 -1.507 4.954
H 0.663 1.207 1.987
C 3.146 -4.862 -1.822
C 3.421 -3.457 -1.318
S 1.931 -2.516 -0.900
O 1.051 -3.454 -0.115
C 1.189 -2.372 -2.534
C 1.858 -1.289 -3.367
H 4.067 -5.445 -1.809
H 2.768 -4.862 -2.844
H 2.414 -5.355 -1.182
H 3.983 -2.847 -2.029
H 3.986 -3.472 -0.385
H 0.150 -2.119 -2.319
H 1.209 -3.350 -3.016
H 1.892 -0.350 -2.816
H 1.276 -1.106 -4.269
H 2.870 -1.575 -3.660

Summary:
HOMO-LUMO gap, Eh: 0.3361
Net charge: 0
LUMO energy, eV: 0.11


(4)
Below is C34H45AsBr2HfN2O as an isolated structure in a non-equilibrium geometry, with properties calculated with ωB97M-V/def2-TZVPD.

Geometry (Å):
Hf 0.421 -0.353 0.622
C -0.686 -1.645 -2.342
C -1.084 -2.563 -1.185
C -1.808 -3.775 -1.272
C -2.006 -4.596 -0.151
C -1.642 -4.145 1.076
C -1.894 -4.753 2.281
Br -2.971 -6.210 2.343
C -1.464 -4.269 3.432
C -0.613 -3.115 3.507
Br -0.022 -2.522 5.084
C -0.328 -2.533 2.342
O 0.342 -1.333 2.271
C -0.876 -2.978 1.094
N -0.606 -2.214 -0.008
H 0.377 -1.788 -2.638
H -0.878 -0.610 -2.090
H -1.259 -1.984 -3.165
H -2.042 -4.106 -2.288
H -2.531 -5.547 -0.282
H -1.733 -4.648 4.381
C 3.462 -4.135 -0.547
C 2.577 -3.034 -1.214
As 2.833 -1.238 -0.608
C 3.264 -0.304 -2.252
C 4.605 -0.641 -2.882
C 4.594 -1.343 0.302
C 4.418 -1.595 1.772
H 3.215 -5.099 -0.926
H 3.313 -4.125 0.524
H 4.567 -4.008 -0.650
H 1.546 -3.379 -1.272
H 2.894 -2.937 -2.231
H 3.220 0.745 -1.979
H 2.402 -0.489 -2.997
H 5.336 -0.119 -2.196
H 4.688 -0.185 -3.881
H 4.866 -1.733 -3.034
H 5.081 -0.402 0.109
H 5.059 -2.113 -0.253
H 4.140 -0.703 2.232
H 5.368 -1.912 2.289
H 3.667 -2.360 2.045
C 3.688 2.912 1.429
C 2.531 2.850 0.464
C 2.548 3.574 -0.732
C 1.398 3.656 -1.489
C 1.375 4.532 -2.674
C 0.283 2.838 -1.216
C 0.275 2.074 -0.081
C 1.363 2.131 0.784
N -0.759 1.264 0.303
C -2.227 1.570 0.312
C -2.912 0.442 1.043
C -4.428 0.764 1.108
C -4.595 2.035 2.041
C -3.836 3.167 1.405
C -4.508 3.449 0.021
C -4.328 2.250 -0.873
C -4.988 0.996 -0.286
C -2.834 1.891 -1.011
C -2.376 2.796 1.264
H 4.604 2.571 1.011
H 3.548 2.342 2.406
H 3.885 3.948 1.687
H 3.417 4.195 -1.082
H 0.976 5.521 -2.435
H 0.789 4.188 -3.498
H 2.365 4.727 -3.062
H -0.549 2.827 -1.856
H 1.195 1.791 1.798
H -2.471 0.325 2.072
H -2.737 -0.420 0.432
H -4.991 -0.123 1.544
H -4.206 1.907 3.023
H -5.667 2.303 2.098
H -3.877 4.047 2.046
H -3.953 4.222 -0.436
H -5.536 3.644 0.165
H -4.640 2.374 -1.939
H -4.846 0.165 -0.990
H -6.070 1.231 -0.179
H -2.357 2.763 -1.431
H -2.736 0.976 -1.696
H -1.928 2.512 2.232
H -1.695 3.566 0.918

Summary:
HOMO-LUMO gap, Eh: 0.2607
Net charge: +2
LUMO energy, eV: -6.71